*A*
{"formula": "H39O20", "method": "ωB97M-V/def2-TZVPD", "total_charge": -1, "homo_lumo_gap_ev": 9.48, "elements": ["O", "H", "O", "H", "H", "O", "H", "H", "O", "H", "H", "O", "H", "H", "O", "H", "H", "O", "H", "H", "O", "H", "H", "O", "H", "H", "O", "H", "H", "O", "H", "H", "O", "H", "H", "O", "H", "H", "O", "H", "H", "O", "H", "H", "O", "H", "H", "O", "H", "H", "O", "H", "H", "O", "H", "H", "O", "H", "H"], "coordinates": [[1.62, 2.53, 3.98], [1.76, 1.73, 3.46], [0.52, 2.76, -3.23], [0.61, 3.69, -2.97], [0.82, 2.34, -2.43], [-0.60, 5.44, -2.19], [-1.01, 5.44, -1.33], [-1.23, 5.09, -2.82], [-3.56, 0.06, -1.64], [-4.29, -0.26, -1.09], [1.47, 3.24, 3.36], [0.05, -0.94, 4.78], [-0.77, -0.83, 4.31], [0.79, -0.43, 4.44], [-4.70, -2.66, -1.38], [-3.81, -3.01, -1.30], [-4.75, -1.73, -1.42], [0.14, -2.08, 1.56], [0.20, -2.90, 2.04], [-0.47, -2.04, 0.77], [0.87, 0.83, 0.63], [-2.98, -0.35, -0.95], [1.17, -0.18, 2.34], [4.03, -1.24, -3.44], [3.80, -0.54, -4.04], [3.55, -1.28, -2.63], [-2.12, -0.50, -4.43], [-2.21, -0.21, -3.52], [-2.26, 0.21, -5.06], [-1.93, -0.06, 0.46], [-1.35, -0.83, -0.08], [-2.33, -0.66, 1.08], [-3.13, 3.43, -1.63], [-3.29, 3.50, -0.68], [-3.20, 2.48, -1.77], [-0.88, -1.86, -0.86], [-0.07, -2.37, -0.84], [-0.05, 0.55, 0.72], [1.93, 0.07, 2.89], [0.73, 1.41, -0.13], [2.56, -0.54, 2.47], [-2.19, -3.15, -3.52], [-1.72, -2.61, -2.88], [-3.13, -3.26, -3.35], [1.45, -0.08, -1.95], [1.14, -0.94, -1.66], [1.02, 0.26, -2.73], [3.20, -0.79, 5.12], [2.67, -0.17, 5.64], [2.64, -0.71, 4.31], [3.78, 1.75, 0.60], [2.99, 1.69, 1.14], [3.47, 1.59, -0.29], [-2.91, -2.57, 3.36], [-2.89, -3.40, 2.87], [-2.00, -2.46, 3.67], [6.03, -0.76, 0.87], [5.35, -0.13, 0.59], [5.50, -1.56, 0.75]], "nbo_charge": [-0.97, 0.49, -0.95, 0.48, 0.46, -0.96, 0.48, 0.49, -0.97, 0.44, 0.46, -0.97, 0.47, 0.49, -0.96, 0.49, 0.46, -1.04, 0.47, 0.51, -0.99, 0.50, 0.53, -0.97, 0.48, 0.49, -0.96, 0.49, 0.46, -1.06, 0.49, 0.47, -0.96, 0.47, 0.50, -1.22, 0.44, 0.50, -0.99, 0.47, 0.50, -0.98, 0.50, 0.47, -0.99, 0.50, 0.49, -0.95, 0.46, 0.46, -0.96, 0.49, 0.47, -0.94, 0.47, 0.47, -0.94, 0.48, 0.45]}

=====

*B*
{"formula": "H39O20", "method": "ωB97M-V/def2-TZVPD", "total_charge": -1, "homo_lumo_gap_ev": 8.94, "elements": ["O", "H", "O", "H", "H", "O", "H", "H", "O", "H", "H", "O", "H", "H", "O", "H", "H", "O", "H", "H", "O", "H", "H", "O", "H", "H", "O", "H", "H", "O", "H", "H", "O", "H", "H", "O", "H", "H", "O", "H", "H", "O", "H", "H", "O", "H", "H", "O", "H", "H", "O", "H", "H", "O", "H", "H", "O", "H", "H"], "coordinates": [[-0.77, 2.59, 4.72], [-0.64, 1.77, 5.18], [4.82, 3.24, -0.69], [4.13, 2.63, -0.30], [4.44, 4.11, -0.88], [5.04, 0.48, -3.46], [4.73, 1.19, -2.86], [4.36, -0.13, -3.71], [0.30, 0.29, -3.25], [0.04, 1.12, -3.63], [-0.31, 2.54, 3.90], [1.98, -4.69, 3.38], [2.79, -4.21, 3.24], [1.60, -4.87, 2.52], [-5.17, -0.07, 2.06], [-5.55, 0.85, 1.99], [-4.56, -0.26, 2.82], [0.29, -3.01, -0.92], [0.25, -2.06, -1.31], [0.65, -2.94, -0.03], [0.88, -0.27, 0.33], [-0.43, 0.08, -2.59], [-0.96, 4.65, 1.29], [2.44, -0.97, -3.03], [1.87, -1.64, -3.32], [1.94, -0.13, -2.99], [-1.17, 1.90, -4.68], [-1.34, 1.97, -5.66], [-0.94, 2.89, -4.54], [-1.11, -0.99, 1.82], [-0.52, -0.62, 1.11], [-1.93, -1.46, 1.53], [-1.14, 2.15, -0.75], [-0.92, 1.88, 0.17], [-0.96, 1.25, -1.15], [-1.07, -0.41, -1.22], [-1.46, -1.23, -1.39], [1.85, -0.13, 0.27], [-1.82, 4.22, 1.05], [0.12, -0.19, -0.39], [-1.78, 3.78, 0.24], [-5.43, -0.57, -1.11], [-4.79, -0.13, -0.56], [-5.24, -1.06, -1.89], [-0.80, -3.61, -3.29], [-0.01, -3.74, -2.75], [-0.95, -2.69, -3.18], [-0.28, -0.56, 4.21], [0.16, -0.99, 3.48], [-1.24, -0.47, 3.94], [2.85, 2.18, 0.33], [3.12, 2.04, 1.21], [2.33, 3.03, 0.43], [-3.68, 1.02, 3.54], [-2.97, 1.12, 2.93], [-3.26, 1.38, 4.32], [3.65, -3.26, 1.16], [4.46, -3.51, 0.72], [3.31, -2.76, 0.39]], "nbo_charge": [-0.96, 0.49, -1.01, 0.48, 0.45, -0.99, 0.48, 0.50, -1.04, 0.48, 0.48, -0.95, 0.48, 0.47, -1.01, 0.48, 0.51, -1.01, 0.50, 0.49, -1.11, 0.50, 0.46, -1.00, 0.47, 0.51, -0.93, 0.47, 0.47, -1.04, 0.52, 0.49, -1.01, 0.47, 0.52, -1.22, 0.47, 0.51, -0.96, 0.52, 0.50, -0.99, 0.51, 0.48, -0.95, 0.49, 0.46, -0.99, 0.50, 0.48, -0.90, 0.48, 0.49, -0.95, 0.49, 0.48, -0.95, 0.46, 0.48]}

=====

It is *A* that is the most stable of them.

=====

*A*
{"formula": "C4H6N2S", "method": "ωB97M-V/def2-TZVPD", "total_charge": 0, "homo_lumo_gap_ev": 8.39, "smiles": "[H]/N=C\\N1C[C@H]1C=S", "elements": ["H", "N", "C", "N", "C", "C", "C", "S", "H", "H", "H", "H", "H"], "coordinates": [[-2.19, -0.77, 0.95], [-1.86, -1.52, 0.26], [-1.03, -1.01, -0.61], [-0.64, 0.32, -0.66], [-0.37, 1.22, 0.39], [0.78, 0.76, -0.45], [1.63, -0.24, 0.19], [3.20, -0.64, -0.06], [-0.55, -1.61, -1.34], [-0.46, 0.80, 1.39], [-0.79, 2.19, 0.28], [1.27, 1.42, -1.16], [1.02, -0.94, 0.82]], "nbo_charge": [0.33, -0.65, 0.26, -0.40, -0.21, -0.16, -0.28, 0.07, 0.18, 0.20, 0.22, 0.23, 0.20]}

=====

*B*
{"formula": "C4H6N2S", "method": "ωB97M-V/def2-TZVPD", "total_charge": 0, "homo_lumo_gap_ev": 8.36, "smiles": "C=CC(=S)NN=C", "elements": ["C", "C", "C", "S", "N", "N", "C", "H", "H", "H", "H", "H", "H"], "coordinates": [[-2.38, -0.49, 0.30], [-1.73, 0.54, -0.26], [-0.18, 0.69, -0.09], [0.50, 2.22, 0.04], [0.49, -0.54, -0.15], [1.79, -0.86, -0.14], [2.74, -0.08, 0.15], [-3.47, -0.56, 0.25], [-1.84, -1.26, 0.83], [-2.29, 1.29, -0.80], [-0.03, -1.34, -0.59], [2.73, 0.98, 0.42], [3.69, -0.59, 0.03]], "nbo_charge": [-0.36, -0.25, 0.06, -0.10, -0.42, -0.25, -0.12, 0.21, 0.20, 0.23, 0.40, 0.20, 0.18]}

=====

It is *B* that is the most stable of them.

=====

*A*
{"formula": "C4H6N2S", "method": "ωB97M-V/def2-TZVPD", "total_charge": 0, "homo_lumo_gap_ev": 8.52, "elements": ["C", "C", "C", "C", "N", "N", "S", "H", "H", "H", "H", "H", "H"], "coordinates": [[-1.01, 1.28, -2.43], [-0.15, 0.56, -1.63], [0.95, -0.43, 2.08], [-0.43, -0.26, -0.56], [1.70, -0.29, 3.08], [-0.98, -1.30, -0.45], [0.32, 0.94, 1.29], [-0.65, 1.74, -3.21], [-1.99, 1.38, -2.23], [0.92, 0.69, -1.69], [0.59, -1.43, 1.76], [1.91, -1.05, 3.63], [-1.17, -1.82, 0.37]], "nbo_charge": [-0.27, -0.32, -0.08, 0.42, -0.66, -0.59, 0.00, 0.19, 0.19, 0.24, 0.14, 0.34, 0.40]}

=====

*B*
{"formula": "C4H6N2S", "method": "ωB97M-V/def2-TZVPD", "total_charge": 0, "homo_lumo_gap_ev": 9.59, "smiles": "Cn1cc(S)cn1", "elements": ["C", "N", "C", "C", "S", "C", "N", "H", "H", "H", "H", "H", "H"], "coordinates": [[2.11, -0.54, -0.08], [0.76, -0.06, -0.14], [-0.35, -0.82, -0.04], [-1.40, 0.11, -0.04], [-3.14, -0.26, -0.16], [-0.76, 1.34, -0.13], [0.56, 1.28, -0.10], [2.76, 0.24, -0.55], [2.20, -1.52, -0.59], [2.43, -0.70, 0.98], [-0.37, -1.88, 0.01], [-3.57, 0.51, 0.87], [-1.25, 2.29, -0.02]], "nbo_charge": [-0.41, -0.17, -0.05, -0.29, 0.00, -0.06, -0.25, 0.24, 0.21, 0.20, 0.23, 0.13, 0.21]}

=====

It is *B* that is the most stable of them.

=====

*A*
{"formula": "C4H6N2S", "method": "ωB97M-V/def2-TZVPD", "total_charge": 0, "homo_lumo_gap_ev": 9.27, "smiles": "Cc1nccn1S", "elements": ["C", "C", "N", "C", "C", "N", "S", "H", "H", "H", "H", "H", "H"], "coordinates": [[0.81, -0.35, 1.66], [0.41, 0.17, 0.27], [1.04, 1.16, -0.23], [0.34, 1.37, -1.46], [-0.63, 0.41, -1.61], [-0.66, -0.32, -0.39], [-1.93, -1.30, -0.10], [0.45, -1.56, 1.85], [1.91, -0.39, 2.15], [0.15, 0.53, 2.33], [0.62, 2.09, -2.25], [-1.58, 0.53, -2.08], [-0.93, -2.34, -0.14]], "nbo_charge": [-0.67, 0.36, -0.46, -0.08, -0.14, -0.56, 0.26, 0.22, 0.26, 0.24, 0.22, 0.22, 0.13]}

=====

*B*
{"formula": "C4H6N2S", "method": "ωB97M-V/def2-TZVPD", "total_charge": 0, "homo_lumo_gap_ev": 8.90, "smiles": "SCc1ncc[nH]1", "elements": ["S", "C", "C", "N", "C", "C", "N", "H", "H", "H", "H", "H", "H"], "coordinates": [[2.64, 0.00, -0.43], [1.41, 0.70, 0.84], [0.11, 0.15, 0.38], [-0.74, 1.07, -0.30], [-1.86, 0.37, -0.58], [-1.69, -0.97, -0.23], [-0.49, -1.08, 0.35], [2.22, 0.78, -1.46], [1.56, 1.82, 0.62], [1.71, 0.24, 1.72], [-2.68, 0.80, -1.05], [-2.20, -1.92, -0.26], [0.03, -1.95, 0.39]], "nbo_charge": [-0.10, -0.50, 0.28, -0.45, -0.08, -0.12, -0.50, 0.14, 0.28, 0.23, 0.20, 0.21, 0.42]}

=====

*C*
{"formula": "C4H6N2S", "method": "ωB97M-V/def2-TZVPD", "total_charge": 0, "homo_lumo_gap_ev": 9.80, "smiles": "SCC1C=NN=C1", "elements": ["S", "C", "C", "C", "N", "N", "C", "H", "H", "H", "H", "H", "H"], "coordinates": [[0.39, 2.43, 0.61], [0.35, 0.95, -0.63], [0.15, -0.27, 0.16], [0.13, -1.55, -0.67], [-0.90, -2.25, -0.37], [-1.79, -1.51, 0.63], [-1.16, -0.44, 0.79], [1.73, 2.27, 0.88], [1.32, 0.86, -1.24], [-0.52, 1.28, -1.24], [1.00, -0.36, 0.95], [0.96, -1.74, -1.34], [-1.64, 0.34, 1.45]], "nbo_charge": [-0.09, -0.45, -0.42, 0.06, -0.25, -0.22, 0.08, 0.13, 0.23, 0.24, 0.27, 0.21, 0.21]}

=====

It is *B* that is the most stable of them.